Record 1
{
  "formula": "C31H26F3N9O9PSW",
  "method": "ωB97M-V/def2-TZVPD",
  "de_lowest_ev": 0.470,
  "molar_mass_g_mol": 972.5,
  "homo_ev": [-10.00, -9.99],
  "e_lumo_ev": [-3.619, -3.618],
  "charge": 1,
  "homo_lumo_gap_ev": [6.4, 6.4],
  "species": ["W", "O", "C", "N", "C", "O", "C", "C", "C", "C", "C", "N", "C", "C", "C", "C", "C", "N", "H", "H", "H", "H", "H", "H", "H", "H", "O", "C", "O", "C", "C", "C", "C", "C", "C", "O", "N", "O", "O", "N", "O", "O", "H", "H", "F", "C", "F", "F", "C", "C", "C", "C", "N", "C", "S", "H", "H", "H", "C", "N", "C", "N", "C", "N", "C", "P", "C", "C", "H", "H", "H", "H", "H", "H", "H", "H", "H", "H", "H", "H", "H"],
  "xyz": [[-0.8431, -1.3962, 0.3767], [-1.7212, -4.7916, -1.8939], [-1.7194, -3.8999, -1.0936], [-0.6091, -3.2521, -0.5428], [0.5929, -3.9406, -0.5229], [0.8349, -5.0348, -0.9568], [1.6454, -3.1485, 0.1889], [2.8752, -3.7061, 0.4792], [3.7680, -2.9713, 1.2358], [3.3961, -1.6987, 1.6512], [2.1536, -1.2069, 1.3052], [1.2815, -1.9260, 0.5777], [-2.9804, -3.3760, -0.4876], [-4.1800, -4.0285, -0.6685], [-5.2815, -3.5945, 0.0502], [-5.1216, -2.5350, 0.9275], [-3.8893, -1.9133, 1.0301], [-2.8328, -2.3114, 0.3099], [3.0792, -4.7046, 0.1195], [4.7297, -3.3838, 1.5106], [4.0559, -1.0843, 2.2480], [1.8321, -0.2197, 1.5909], [-4.2058, -4.8725, -1.3432], [-6.2393, -4.0860, -0.0545], [-5.9394, -2.1821, 1.5395], [-3.7338, -1.0881, 1.7036], [0.1519, 2.7884, 1.4630], [-0.0305, 1.5913, 1.6221], [0.1023, 0.6937, 0.6934], [-0.2353, 0.9783, 2.9930], [0.3121, 1.4044, 4.1801], [0.3743, 0.5009, 5.2501], [0.0793, -0.8395, 5.1150], [-0.4618, -1.2347, 3.9000], [-0.8112, -0.2936, 2.9430], [-1.6620, -0.5729, 1.9843], [-0.5294, -2.6363, 3.5057], [-0.3403, -3.4877, 4.3274], [-0.6730, -2.8920, 2.2939], [0.8525, 0.9832, 6.5609], [1.0988, 2.1661, 6.6546], [0.9576, 0.1658, 7.4493], [0.7231, 2.3997, 4.2826], [0.2950, -1.5457, 5.9040], [-3.0769, 2.3185, -4.5558], [-2.4816, 1.2359, -4.0356], [-2.9262, 0.1681, -4.6997], [-1.1613, 1.3584, -4.3176], [-2.7246, 1.1366, -2.5547], [-3.6325, 1.9659, -1.9393], [-3.7922, 1.9203, -0.5514], [-3.0246, 1.0342, 0.1632], [-2.1746, 0.1934, -0.4446], [-2.0041, 0.2149, -1.7654], [-0.8698, -0.9616, -2.2109], [-4.2121, 2.6607, -2.5321], [-4.4886, 2.5701, -0.0433], [-3.0596, 0.9881, 1.2408], [2.6846, 4.0325, -1.5186], [1.5528, 3.5472, -2.4346], [2.1623, 3.1208, -3.7787], [3.1939, 2.1653, -3.5903], [4.2223, 2.6766, -2.6900], [3.6807, 3.0315, -1.3827], [3.2006, 1.8613, -0.6279], [1.8259, 0.9190, -1.4714], [0.7946, 2.4206, -1.7802], [2.6656, 0.8685, -3.1319], [2.2285, 4.2781, -0.5602], [3.0961, 4.9281, -1.9854], [0.9081, 4.3197, -2.6005], [2.5442, 4.0297, -4.2449], [1.3463, 2.7080, -4.3708], [4.6717, 3.5661, -3.1357], [4.9925, 1.9182, -2.5643], [2.8351, 2.2072, 0.3428], [4.0421, 1.1893, -0.4496], [0.4288, 2.7788, -0.8144], [-0.0530, 2.1692, -2.4157], [1.9614, 0.4861, -3.8742], [3.4923, 0.1578, -3.0777]]
}



Record 2
{
  "formula": "C31H26F6N7O7S2Se2Tl",
  "method": "ωB97M-V/def2-TZVPD",
  "de_lowest_ev": 1.377,
  "molar_mass_g_mol": 1149.0,
  "homo_ev": -1.68,
  "e_lumo_ev": 3.716,
  "charge": -2,
  "homo_lumo_gap_ev": 5.4,
  "species": ["Tl", "C", "O", "C", "C", "C", "C", "C", "C", "N", "N", "C", "O", "C", "C", "C", "C", "C", "C", "C", "O", "H", "H", "H", "H", "H", "H", "H", "H", "H", "H", "H", "H", "Se", "Se", "C", "C", "C", "C", "C", "N", "C", "C", "C", "C", "C", "N", "H", "H", "H", "H", "H", "H", "H", "H", "F", "C", "F", "F", "S", "O", "O", "N", "S", "O", "O", "C", "F", "F", "F", "C", "C", "N", "C", "C", "N", "H", "H", "H", "H", "H", "H"],
  "xyz": [[-0.0676, -0.1774, -0.2379], [0.9117, -1.3100, -4.6768], [2.1199, -0.6302, -5.0047], [2.5092, 0.5029, -4.3165], [3.3152, 1.3621, -5.0246], [3.8413, 2.5225, -4.4416], [3.5252, 2.7930, -3.1302], [2.6966, 1.9496, -2.3738], [2.5010, 2.3438, -0.9839], [1.7995, 1.7718, -0.0802], [1.8783, 2.4147, 1.1573], [1.4316, 1.6663, 2.1365], [0.9922, 0.4766, 2.1123], [1.4353, 2.3547, 3.4789], [0.5098, 1.9487, 4.4361], [0.4657, 2.5589, 5.6814], [1.3616, 3.5733, 5.9938], [2.2952, 3.9751, 5.0463], [2.3275, 3.3746, 3.7959], [2.1478, 0.7549, -2.9424], [1.4335, -0.0726, -2.2925], [0.7507, -2.0036, -5.5055], [0.0653, -0.6268, -4.6041], [0.9843, -1.8517, -3.7367], [3.5285, 1.1126, -6.0586], [4.4808, 3.1844, -5.0127], [3.9289, 3.6783, -2.6478], [3.0578, 3.2388, -0.6795], [-0.1766, 1.1528, 4.1742], [-0.2717, 2.2457, 6.4125], [1.3319, 4.0498, 6.9670], [2.9975, 4.7665, 5.2834], [3.0369, 3.6869, 3.0414], [1.5789, -5.3826, -1.0231], [0.4575, -5.7350, 0.9330], [-1.1700, -4.7353, 0.5974], [-2.2144, -4.8720, 1.5038], [-3.3553, -4.1223, 1.2825], [-3.4109, -3.2846, 0.1806], [-2.3111, -3.2343, -0.6610], [-1.2053, -3.9531, -0.4557], [2.3591, -3.6294, -0.7261], [3.1126, -3.0983, -1.7678], [3.6980, -1.8611, -1.5706], [3.5180, -1.2153, -0.3562], [2.7282, -1.8249, 0.6012], [2.1568, -3.0254, 0.4230], [-2.1243, -5.5307, 2.3590], [-4.1871, -4.1814, 1.9740], [-4.2650, -2.6521, -0.0131], [-2.3005, -2.5766, -1.5182], [3.2108, -3.6236, -2.7096], [4.2563, -1.3882, -2.3686], [3.9185, -0.2277, -0.1786], [2.5033, -1.3222, 1.5345], [-5.6787, 2.8558, 0.2398], [-4.9355, 2.9920, -0.8715], [-5.5857, 3.8349, -1.6899], [-3.7829, 3.5564, -0.5298], [-4.7060, 1.3418, -1.6719], [-4.0626, 0.5461, -0.6573], [-6.0461, 0.9998, -2.0577], [-3.8038, 1.6577, -2.9172], [-2.2418, 1.2952, -2.8087], [-1.5324, 2.0209, -1.7955], [-1.9868, -0.1064, -2.9794], [-1.7372, 2.0638, -4.4182], [-2.2663, 3.2816, -4.5778], [-2.1319, 1.3023, -5.4459], [-0.4152, 2.1744, -4.4610], [0.0877, -2.1206, 3.6265], [-1.2566, -1.5186, 3.4168], [-1.8160, -1.2977, 2.2586], [-2.9913, -0.6296, 2.5133], [-3.1452, -0.4501, 3.8540], [-2.0323, -1.0350, 4.4289], [0.8354, -1.3806, 3.3298], [0.2119, -2.9973, 2.9900], [0.2423, -2.3998, 4.6706], [-3.6255, -0.3006, 1.7060], [-3.9153, 0.0197, 4.4395], [-1.7810, -1.0174, 5.4003]]
}



Record 3
{
  "formula": "C31H26F6N7O7S2Se2Tl",
  "method": "ωB97M-V/def2-TZVPD",
  "de_lowest_ev": 0.000,
  "molar_mass_g_mol": 1149.0,
  "homo_ev": -2.55,
  "e_lumo_ev": 3.973,
  "charge": -2,
  "homo_lumo_gap_ev": 6.5,
  "species": ["Tl", "C", "O", "C", "C", "C", "C", "C", "C", "N", "N", "C", "O", "C", "C", "C", "C", "C", "C", "C", "O", "H", "H", "H", "H", "H", "H", "H", "H", "H", "H", "H", "H", "Se", "Se", "C", "C", "C", "C", "C", "N", "C", "C", "C", "C", "C", "N", "H", "H", "H", "H", "H", "H", "H", "H", "F", "C", "F", "F", "S", "O", "O", "N", "S", "O", "O", "C", "F", "F", "F", "C", "C", "N", "C", "C", "N", "H", "H", "H", "H", "H", "H"],
  "xyz": [[-0.7450, -0.7140, 0.7560], [-3.6294, -0.0472, 4.3092], [-3.0133, -0.9682, 5.2037], [-1.6488, -0.7946, 5.3161], [-1.1385, -0.4487, 6.5422], [0.2430, -0.3275, 6.7446], [1.0795, -0.5570, 5.6761], [0.5956, -0.8926, 4.4010], [1.6042, -1.1349, 3.3821], [1.4372, -1.2498, 2.1176], [2.6338, -1.4603, 1.4357], [2.4768, -1.5170, 0.1375], [1.3947, -1.3854, -0.5258], [3.7426, -1.7536, -0.6405], [4.9134, -2.1871, -0.0197], [6.0627, -2.4017, -0.7629], [6.0609, -2.1786, -2.1358], [4.9012, -1.7407, -2.7573], [3.7477, -1.5324, -2.0126], [-0.8094, -1.0392, 4.1716], [-1.3207, -1.3819, 3.0551], [-4.6864, -0.3059, 4.2620], [-3.5268, 0.9765, 4.6880], [-3.1979, -0.1112, 3.3120], [-1.8416, -0.2851, 7.3519], [0.6394, -0.0634, 7.7167], [2.1551, -0.4810, 5.8069], [2.6349, -1.1997, 3.7477], [4.8967, -2.3475, 1.0496], [6.9661, -2.7439, -0.2711], [6.9618, -2.3415, -2.7161], [4.8927, -1.5476, -3.8227], [2.8409, -1.1812, -2.4857], [-4.2954, 2.7146, 0.0600], [-3.1503, 2.9433, 2.0445], [-1.3331, 2.6415, 1.4286], [-0.3990, 2.2360, 2.3785], [0.8912, 1.9827, 1.9366], [1.1773, 2.0986, 0.5831], [0.1635, 2.4970, -0.2780], [-1.0702, 2.7893, 0.1459], [-4.1136, 0.8023, -0.2079], [-3.5487, 0.3837, -1.4055], [-3.4614, -0.9821, -1.6348], [-3.9021, -1.8548, -0.6521], [-4.4214, -1.3233, 0.5214], [-4.5518, -0.0164, 0.7386], [-0.6778, 2.0807, 3.4140], [1.6422, 1.6403, 2.6361], [2.1542, 1.8528, 0.1898], [0.3407, 2.5742, -1.3436], [-3.1461, 1.0974, -2.1093], [-3.0093, -1.3599, -2.5436], [-3.8121, -2.9247, -0.7894], [-4.7411, -1.9707, 1.3307], [2.4768, 0.7626, -6.3829], [2.4580, 0.9559, -5.0593], [3.7169, 0.8728, -4.6117], [1.7547, -0.0370, -4.5078], [1.7532, 2.6071, -4.6335], [1.8274, 2.6720, -3.2026], [2.5485, 3.5100, -5.4138], [0.3073, 2.5244, -5.2514], [-0.9977, 2.0912, -4.4792], [-0.8034, 1.3315, -3.2770], [-1.9749, 1.6476, -5.4300], [-1.6622, 3.7051, -3.8846], [-2.8275, 3.5008, -3.2611], [-0.8207, 4.2888, -3.0337], [-1.8819, 4.5486, -4.9006], [-0.4938, -4.3167, -0.7700], [-0.8502, -3.6412, -2.0520], [-1.7484, -4.0492, -2.9219], [-1.6837, -3.1462, -3.9582], [-0.7509, -2.1842, -3.6960], [-0.2236, -2.5155, -2.4735], [-1.3878, -4.7279, -0.3038], [-0.0171, -3.6219, -0.0787], [0.2040, -5.1376, -0.9497], [-2.3232, -3.2329, -4.8220], [-0.4579, -1.2969, -4.2283], [0.4754, -2.0011, -1.9247]]
}



| no. | DFT total energy (a.u.) |
| --- | --- |
| 1 | -3472.8739 |
| 2 | -8477.9150 |
| 3 | -8477.9656 |